Computed, not measured: C29H35AgGeN5O2Se as an isolated structure, with ωB97M-V with the def2-TZVPD basis set.

Results
DFT total energy: -168050.273 eV
relative energy (zero: lowest compared OMol25 entry of this formula, charge and spin): 0.00 kJ/mol
frontier orbital gap: 5.66 eV

```
! RIJCOSX wB97M-V def2-TZVPD def2/J DEFGRID3
* xyz -1 1
Ag -1.78 1.49 1.74
C -4.31 -0.74 4.81
C -3.80 -0.21 3.47
O -2.80 0.55 3.57
C -4.48 -0.63 2.33
C -4.26 -0.34 0.94
C -5.25 -0.93 -0.03
N -3.28 0.39 0.49
N -3.21 0.48 -0.90
C -2.41 1.43 -1.33
O -1.75 2.28 -0.67
C -2.25 1.44 -2.83
C -1.43 2.40 -3.42
C -1.23 2.42 -4.79
C -1.85 1.48 -5.60
C -2.67 0.52 -5.03
C -2.87 0.49 -3.66
H -4.54 0.10 5.46
H -3.51 -1.32 5.28
H -5.19 -1.37 4.71
H -5.34 -1.27 2.52
H -5.99 -1.53 0.50
H -4.74 -1.55 -0.77
H -5.75 -0.14 -0.59
H -0.96 3.12 -2.77
H -0.59 3.18 -5.23
H -1.69 1.50 -6.68
H -3.15 -0.22 -5.65
H -3.50 -0.25 -3.19
N 4.60 0.88 0.40
C 5.84 0.92 -0.21
C 6.73 -0.06 -0.61
C 7.92 0.36 -1.18
C 8.21 1.73 -1.34
C 7.31 2.70 -0.94
C 6.11 2.29 -0.37
N 5.04 3.05 0.09
C 4.18 2.17 0.52
C 2.84 2.44 1.08
C 1.90 3.14 0.34
C 0.60 3.20 0.80
N 0.22 2.63 1.95
C 1.14 2.03 2.69
C 2.46 1.90 2.30
H 3.98 0.08 0.46
H 6.51 -1.12 -0.49
H 8.64 -0.37 -1.51
H 9.15 2.01 -1.79
H 7.53 3.75 -1.06
H 2.17 3.58 -0.62
H -0.19 3.64 0.20
H 0.80 1.59 3.62
H 3.17 1.35 2.91
C -1.26 -2.46 2.63
Ge -0.83 -3.27 0.92
C -2.17 -2.90 -0.45
C -0.71 -5.23 1.13
C 0.98 -2.70 0.37
Se 1.31 -0.78 0.42
C 0.35 -0.30 -1.20
H -2.20 -2.86 3.01
H -1.36 -1.38 2.55
H -0.47 -2.69 3.36
H -3.09 -3.41 -0.19
H -1.83 -3.26 -1.42
H -2.39 -1.83 -0.53
H -1.67 -5.63 1.44
H 0.03 -5.49 1.88
H -0.43 -5.70 0.19
H 1.23 -3.07 -0.63
H 1.69 -3.14 1.07
H -0.69 -0.58 -1.11
H 0.82 -0.77 -2.06
H 0.40 0.79 -1.28
*
```

Löwdin population analysis, charges in e, atoms 1 to 8: 0.7600, -0.0576, -0.5490, -0.1807, -0.0721, -0.3658, -0.0628, -0.0518